i) Here is 2 unconnected molecules or ions with the total composition C3H10N2O from the OMol25 dataset. Energies are from ωB97M-V/def2-TZVPD.

The geometry in XYZ format:
```
16
Properties=species:S:1:pos:R:3:mulliken_charge:R:1
C 0.768 -0.197 1.718 0.28
C 0.334 1.094 1.655 -0.67
N 1.923 -0.639 1.177 -0.29
H 0.265 -0.993 2.246 0.38
H -0.698 1.422 1.726 0.31
H 0.967 1.959 1.469 0.32
H -0.990 -2.153 -1.223 0.30
H 1.880 -1.574 0.775 0.33
H 2.314 0.021 0.499 0.32
N -0.653 1.019 -1.597 -0.55
C -1.323 -0.137 -1.132 -0.17
O -0.637 -1.333 -1.571 -0.55
H 0.344 0.804 -1.571 0.22
H -0.778 1.149 -2.599 0.29
H -1.375 -0.291 -0.051 0.13
H -2.342 -0.152 -1.522 0.35
```

Values from the calculation:
**2S+1**: 2
**LUMO (spin up / spin down)**: -0.1679 / -0.2890 Ha
**Net charge**: +1



ii) Here is 2 unconnected molecules or ions with the total composition C3H10N2O from the OMol25 dataset. Energies are from ωB97M-V/def2-TZVPD.

The geometry in XYZ format:
```
16
Properties=species:S:1:pos:R:3:mulliken_charge:R:1
C 1.005 -1.282 -0.897 -0.49
C 1.762 1.061 -0.514 -0.11
N 1.926 -0.145 -0.921 -0.03
H 1.548 -2.109 -0.420 0.29
H 0.811 -1.544 -1.935 0.31
H 0.076 -1.046 -0.407 0.15
H 0.727 1.435 -0.302 0.32
H 2.596 1.726 -0.707 0.31
H 2.794 -0.364 -1.401 0.29
N -1.516 -0.370 1.597 -0.56
C -1.994 0.612 0.609 -0.37
O -1.062 1.022 -0.300 -0.39
H -1.092 0.181 2.343 0.25
H -2.317 -0.826 2.015 0.27
H -2.850 0.172 0.077 0.36
H -2.416 1.476 1.162 0.40
```

Values from the calculation:
**2S+1**: 2
**LUMO (spin up / spin down)**: -0.1744 / -0.2187 Ha
**Net charge**: +1



Tell me which of them is the least stable. Sure, it is ii).



i) Here is 2 unconnected molecules or ions with the total composition C3H10N2O from the OMol25 dataset. Energies are from ωB97M-V/def2-TZVPD.

The geometry in XYZ format:
```
16
Properties=species:S:1:pos:R:3:mulliken_charge:R:1
C -0.153 1.416 -2.884 -0.19
O -0.265 2.824 -2.656 -0.51
C -1.228 0.661 -2.126 -0.85
H 0.864 1.096 -2.655 0.23
H -0.289 1.407 -3.960 0.24
H -1.400 1.126 -1.149 0.28
H -0.932 -0.354 -1.847 0.27
H -2.125 0.557 -2.735 0.24
N 0.942 -1.480 3.963 -0.26
C 1.275 -1.618 2.683 0.23
N 0.492 -2.215 1.798 -0.23
H 0.042 -1.856 4.259 0.29
H 1.165 -0.602 4.429 0.31
H 2.244 -1.275 2.346 0.38
H -0.363 3.040 -1.726 0.28
H -0.270 -2.729 2.259 0.28
```

Values from the calculation:
**2S+1**: 2
**LUMO (spin up / spin down)**: -0.1940 / -0.3442 Ha
**Net charge**: +1



ii) Here is 2 unconnected molecules or ions with the total composition C3H10N2O from the OMol25 dataset. Energies are from ωB97M-V/def2-TZVPD.

The geometry in XYZ format:
```
16
Properties=species:S:1:pos:R:3:mulliken_charge:R:1
C 1.255 2.553 -1.796 0.49
C 1.998 1.389 -1.595 -0.73
N 0.340 2.945 -0.957 -0.24
H 1.411 3.226 -2.627 0.35
H 2.750 1.057 -2.304 0.31
H 1.845 0.849 -0.669 0.29
H 0.118 -3.302 1.729 0.28
H -0.130 3.827 -1.104 0.28
H 0.005 2.440 -0.132 0.25
N -1.324 -1.271 1.653 -0.55
C -1.510 -2.523 0.947 -0.17
O -0.746 -3.636 1.445 -0.52
H -0.373 -1.048 1.902 0.22
H -1.827 -1.304 2.529 0.24
H -2.557 -2.796 1.089 0.27
H -1.255 -2.405 -0.110 0.23
```

Values from the calculation:
**2S+1**: 2
**LUMO (spin up / spin down)**: -0.1529 / -0.2849 Ha
**Net charge**: +1



Tell me which of them is the least stable. Sure, it is i).



i) Here is C5H10FNO in the gas phase from the OMol25 dataset. Energies are from ωB97M-V/def2-TZVPD.

The geometry in XYZ format:
```
18
Properties=species:S:1:pos:R:3:mulliken_charge:R:1
C -0.591 3.037 0.286 -0.74
C -0.621 1.602 0.418 0.27
O -0.315 0.782 -0.587 -0.44
C -0.560 -0.573 -0.092 -0.19
C 0.632 -1.037 0.832 -0.35
N 1.879 -1.203 0.060 -0.58
C -0.547 -1.330 -1.343 -0.29
F -1.784 -1.074 -1.814 -0.31
H -0.379 3.526 -0.789 0.21
H -0.804 3.718 1.219 0.22
H -0.886 0.985 1.574 0.13
H -1.482 -0.622 0.555 0.45
H 0.141 -2.009 1.268 0.30
H 0.735 -0.420 1.696 0.33
H 2.239 -0.291 -0.480 0.22
H 2.744 -1.701 0.444 0.22
H 0.238 -0.944 -1.968 0.28
H -0.637 -2.447 -1.279 0.27
```

Values from the calculation:
**LUMO**: 0.0358 Ha



ii) Here is C5H10FNO in the gas phase from the OMol25 dataset. Energies are from ωB97M-V/def2-TZVPD.

The geometry in XYZ format:
```
18
Properties=species:S:1:pos:R:3:mulliken_charge:R:1
C -2.555 -0.612 -0.001 -0.80
O -1.456 0.229 0.270 -0.34
C -0.338 -0.143 -0.478 -0.40
C 0.606 -1.050 0.358 0.33
N 1.657 -1.549 -0.493 -0.62
C 1.147 0.243 1.014 -1.04
C 0.750 0.923 -0.288 0.07
F 0.376 2.242 -0.299 -0.36
H -2.356 -1.612 0.309 0.32
H -3.401 -0.301 0.630 0.27
H -2.789 -0.705 -1.083 0.30
H -0.498 -0.449 -1.522 0.52
H 0.053 -1.783 0.985 0.31
H 1.286 -2.321 -1.040 0.21
H 2.490 -1.883 0.022 0.22
H 2.196 0.279 1.312 0.38
H 0.521 0.674 1.790 0.25
H 1.494 0.768 -1.052 0.37
```

Values from the calculation:
**LUMO**: 0.0345 Ha



Tell me which of them is the least stable. Sure, it is i).



i) Here is 4 unconnected molecules or ions with the total composition C3H15NO4 from the OMol25 dataset. Energies are from ωB97M-V/def2-TZVPD.

The geometry in XYZ format:
```
23
Properties=species:S:1:pos:R:3:mulliken_charge:R:1
C -0.177 -0.657 -1.257 -0.36
C 0.941 -1.383 -0.365 0.27
N 0.323 -1.868 0.899 -0.75
C 2.058 -0.322 0.128 -0.43
O 2.881 -0.764 1.121 -0.58
H -0.622 -1.281 -1.965 0.53
H -0.922 -0.241 -0.622 -0.56
H 0.240 0.166 -1.736 0.26
H 1.471 -2.252 -0.890 0.34
H -0.351 -2.593 0.702 0.27
H -0.142 -1.062 1.413 0.24
H 2.677 0.023 -0.670 0.38
H 1.556 0.503 0.619 0.10
H 2.470 -1.282 1.859 0.34
O -3.116 0.024 0.466 -0.63
H -2.219 -0.088 0.692 0.25
H -3.138 -0.001 -0.426 0.30
O -0.767 1.413 1.315 -0.49
H -1.399 1.901 1.836 0.25
H -0.081 1.990 1.073 0.22
O -0.426 2.546 -1.100 -0.48
H -0.478 3.350 -1.559 0.26
H -0.779 1.879 -1.533 0.27
```

Values from the calculation:
**LUMO**: 0.0169 Ha



ii) Here is a molecular structure, C3H15NO4 from the OMol25 dataset. Energies are from ωB97M-V/def2-TZVPD.

The geometry in XYZ format:
```
23
Properties=species:S:1:pos:R:3:mulliken_charge:R:1
N -1.170 1.333 1.023 -0.67
C -0.446 -1.811 2.292 -0.84
C 0.150 -2.279 -0.017 -0.39
C -0.038 -1.426 1.045 0.71
H -1.912 2.008 1.080 0.24
H -1.448 0.633 0.355 0.13
H -0.645 -2.821 2.595 0.32
H -0.455 -1.060 3.075 0.31
H 0.865 -2.001 -0.787 0.29
H 0.100 -3.345 0.160 0.32
H 0.250 -0.385 0.981 0.25
H 0.515 1.628 -1.442 0.47
H -0.209 1.474 -3.076 0.19
O -0.153 1.026 -2.262 -0.85
H -1.264 -1.269 -0.723 0.28
H -1.640 -0.031 -1.587 0.44
O -2.027 -0.790 -0.986 -0.71
H 1.938 0.827 -0.293 0.38
H 2.597 0.550 1.055 0.26
O 2.217 0.095 0.317 -0.69
H 1.152 3.162 -0.976 0.17
H -0.341 1.788 0.589 0.34
O 1.094 2.258 -0.586 -0.93
```

Values from the calculation:
**LUMO**: -0.1525 Ha



Tell me which of them is the least stable. Sure, it is ii).



i) Here is 19 unconnected molecules or ions with the total composition H39O19 from the OMol25 dataset. Energies are from ωB97M-V/def2-TZVPD.

The geometry in XYZ format:
```
58
Properties=species:S:1:pos:R:3:mulliken_charge:R:1
O -2.883 -1.073 -2.280 -0.53
H 0.918 -1.434 1.431 0.12
H -3.232 -0.858 -3.179 0.31
O 3.422 0.099 -1.454 -0.74
H 2.627 0.485 -1.080 0.20
H 3.454 0.402 -2.437 0.35
O -0.766 3.174 0.034 -0.42
H 1.852 1.273 1.460 0.12
H 0.201 2.739 0.197 0.52
O 2.714 -2.856 -0.010 -0.55
H 2.277 -3.633 0.288 0.28
H -1.665 1.017 2.532 0.16
O 4.113 1.498 0.414 -0.62
H 3.399 1.664 -0.268 0.37
H 4.789 1.108 -0.193 0.33
O 0.719 0.739 -1.388 -0.55
H 0.466 0.131 -0.689 0.55
H 0.157 0.455 -2.241 0.20
O -2.174 -1.692 3.201 -0.47
H 2.450 -1.540 0.530 0.43
H -2.085 -1.494 4.096 0.26
O 1.598 -0.874 0.978 -0.48
H -2.675 -2.426 3.221 0.23
O -1.037 -0.471 -3.947 -0.66
H -1.376 0.422 -3.878 0.31
H -0.991 -0.850 -3.041 0.31
O 2.970 -0.570 -3.857 -0.66
H 2.216 -0.889 -4.537 0.34
H -0.847 2.907 -2.252 0.31
O -1.441 -1.656 -0.094 -0.48
H -1.213 2.415 -0.438 0.45
H -1.357 -2.598 -0.590 0.25
O -1.909 1.902 2.188 -0.55
H -1.996 2.426 3.055 0.30
H -0.895 -0.994 -0.200 0.11
O 0.998 1.681 1.340 -0.64
H 3.177 -1.491 -3.620 0.31
H -3.039 -0.229 -1.934 0.34
O 2.669 0.721 3.271 -0.62
H 2.895 1.390 3.917 0.33
H 3.681 -2.939 -0.052 0.33
O 0.182 0.942 4.423 -0.57
H 0.037 0.042 4.458 0.28
H -1.401 2.994 0.823 0.60
O -0.237 -3.791 -1.614 -0.66
H -2.869 1.220 0.572 0.41
H -0.654 -4.508 -0.954 0.36
O -3.132 1.991 -0.010 -0.68
H -0.536 -4.009 -2.528 0.32
H -3.645 2.426 0.730 0.32
O -1.233 1.973 -2.072 -0.60
H -2.108 2.263 -1.709 0.33
H 1.112 1.134 4.621 0.28
O -4.057 -0.549 0.060 -0.64
H -4.675 -1.255 -0.060 0.26
H -3.112 -0.803 -0.027 0.16
H 0.693 0.975 2.139 0.40
H 3.454 0.874 2.649 0.25
```

Values from the calculation:
**LUMO**: -0.0960 Ha
**Net charge**: +1



ii) Here is 19 unconnected molecules or ions with the total composition H39O19 from the OMol25 dataset. Energies are from ωB97M-V/def2-TZVPD.

The geometry in XYZ format:
```
58
Properties=species:S:1:pos:R:3:mulliken_charge:R:1
O -1.516 -3.316 -2.456 -0.65
H 1.412 -1.480 -3.694 0.33
H -2.309 -3.877 -2.313 0.37
O -3.719 1.291 0.637 -0.77
H -4.214 1.668 -0.064 0.32
H -0.106 -2.757 3.363 0.29
O 2.913 2.174 -0.387 -0.65
H -2.034 -1.604 0.269 0.40
H 2.047 -1.021 -2.469 0.28
O -1.254 1.446 -0.360 -0.55
H -2.255 1.412 -0.213 0.31
H 1.962 2.225 -0.603 0.31
O 3.286 -0.597 3.523 -0.65
H 3.956 -1.271 3.231 0.32
H 3.386 -0.220 2.567 0.30
O 1.570 2.477 -3.784 -0.53
H -1.951 -1.691 -3.609 0.39
H 1.257 1.556 -3.667 0.41
O 0.888 3.658 -1.595 -0.64
H 0.222 -5.146 0.314 0.31
H 0.162 3.455 -1.063 0.41
O 2.138 -1.020 -3.365 -0.59
H 1.238 3.153 -2.887 0.49
O -3.209 -0.095 3.280 -0.67
H -2.953 0.139 2.428 0.28
H -3.974 0.428 3.453 0.36
O 1.942 2.303 2.406 -0.59
H -3.913 0.224 0.517 0.46
H -0.980 0.547 -0.804 0.31
O -0.076 -4.531 0.994 -0.61
H 2.803 2.677 0.381 0.26
H 0.257 -3.704 0.637 0.35
O -1.413 -1.540 -0.457 -0.77
H -0.530 -1.264 0.018 0.24
H 1.490 1.720 2.893 0.23
O -3.667 -1.292 1.039 -0.54
H 2.662 2.736 2.715 0.27
H 2.526 1.934 -3.580 0.51
O 0.822 -2.552 3.752 -0.59
H 0.867 -1.628 3.973 0.29
H -3.548 -1.208 1.941 0.31
O -1.195 4.283 0.105 -0.57
H -1.352 4.232 1.083 0.28
H 0.993 4.671 -1.511 0.36
O 0.826 -2.336 -1.411 -0.70
H 2.092 0.585 1.501 0.02
H 0.184 -3.044 -1.505 0.24
O 1.569 0.223 0.912 -0.02
H -1.640 -2.841 -1.597 0.36
H 0.583 0.524 1.267 0.29
O -2.675 -0.926 -3.721 -0.59
H -3.083 -0.839 -3.013 0.22
H -1.845 4.827 -0.237 0.26
O 4.208 -0.141 0.949 -0.72
H 3.983 0.653 0.517 0.30
H 3.727 -0.674 0.305 0.33
H -4.408 -1.853 1.093 0.24
H 1.844 -2.751 -1.699 0.40
```

Values from the calculation:
**LUMO**: -0.1244 Ha
**Net charge**: +1



Tell me which of them is the least stable. Sure, it is ii).



i) Here is C6H5NO2 in the gas phase from the OMol25 dataset. Energies are from ωB97M-V/def2-TZVPD.

The geometry in XYZ format:
```
14
Properties=species:S:1:pos:R:3:mulliken_charge:R:1
C 3.313 0.002 0.000 -0.54
C 2.115 0.001 0.000 0.24
N 0.776 0.001 0.000 -0.01
C -0.034 -1.113 0.000 0.50
O 0.545 -2.345 0.000 -0.50
C -1.334 -0.713 0.000 -0.79
C -1.335 0.712 0.000 -0.79
C -0.036 1.113 0.000 0.50
O 0.542 2.346 0.000 -0.50
H 4.360 0.002 0.000 0.44
H -0.153 -3.009 0.000 0.34
H -2.199 -1.346 0.000 0.38
H -2.201 1.344 0.000 0.38
H -0.157 3.009 0.000 0.34
```

Values from the calculation:
**LUMO**: 0.0263 Ha



ii) Here is 2 unconnected molecules or ions with the total composition C6H5NO2 from the OMol25 dataset. Energies are from ωB97M-V/def2-TZVPD.

The geometry in XYZ format:
```
14
Properties=species:S:1:pos:R:3:mulliken_charge:R:1
C -0.711 -1.419 -0.052 -0.22
C 0.356 -2.039 0.722 -0.22
C -0.510 -0.236 -0.546 -0.35
C 1.668 -0.264 0.112 0.39
C -3.696 1.706 -0.696 0.70
C 2.506 0.955 -0.078 -0.73
N 1.491 -1.355 0.762 -0.50
O -3.380 2.462 -1.482 -0.33
O -4.035 0.937 0.090 -0.37
H -1.728 -1.725 0.127 0.35
H 0.131 -2.813 1.392 0.47
H 2.654 1.465 0.866 0.28
H 1.819 1.673 -0.629 0.25
H 3.436 0.654 -0.588 0.28
```

Values from the calculation:
**LUMO (spin up / spin down)**: -0.0400 / -0.0433 Ha



Tell me which of them is the least stable. Sure, it is ii).



i) Here is C3H8O2 in the gas phase from the OMol25 dataset. Energies are from ωB97M-V/def2-TZVPD.

The geometry in XYZ format:
```
13
Properties=species:S:1:pos:R:3:mulliken_charge:R:1
C 1.417 -0.881 -0.291 -1.15
C 0.574 0.161 0.462 0.20
O 0.530 1.381 -0.192 -0.57
C -0.875 -0.251 0.684 -0.48
O -1.504 -0.310 -0.599 -0.54
H 1.633 -1.742 0.347 0.34
H 0.814 -1.260 -1.187 0.24
H 2.350 -0.410 -0.597 0.32
H 1.066 0.279 1.471 0.33
H -0.103 1.268 -0.894 0.40
H -0.874 -1.254 1.129 0.28
H -1.339 0.477 1.348 0.34
H -2.454 -0.103 -0.414 0.30
```

Values from the calculation:
**LUMO**: 0.0275 Ha



ii) Here is 2 unconnected molecules or ions with the total composition C3H8O2 from the OMol25 dataset. Energies are from ωB97M-V/def2-TZVPD.

The geometry in XYZ format:
```
13
Properties=species:S:1:pos:R:3:mulliken_charge:R:1
C -1.565 0.770 -0.167 -0.82
C -0.385 0.235 -0.478 0.34
O -0.215 -0.610 -1.517 -0.54
C 0.887 0.512 0.320 -0.20
O 1.946 -0.318 -0.145 -0.58
H -1.656 1.442 0.681 0.25
H -2.453 0.532 -0.742 0.28
H 0.696 -0.948 -1.432 0.39
H 1.151 1.572 0.235 0.33
H 0.722 0.287 1.379 0.23
H 2.610 0.232 -0.574 0.31
H -1.068 -1.572 1.138 -0.17
H -0.637 -2.143 1.347 0.19
```

Values from the calculation:
**LUMO**: 0.0216 Ha



iii) Here is C3H8O2 in the gas phase from the OMol25 dataset. Energies are from ωB97M-V/def2-TZVPD.

The geometry in XYZ format:
```
13
Properties=species:S:1:pos:R:3:mulliken_charge:R:1
C 1.249 0.752 0.596 -0.61
O 0.806 -0.498 1.099 -0.35
C 0.077 -1.154 0.096 -0.34
C -1.120 -0.295 -0.359 -0.50
O -0.843 0.801 -1.277 -0.59
H 1.548 1.360 1.450 0.25
H 2.102 0.592 -0.073 0.26
H 0.483 1.243 -0.038 0.28
H 0.720 -1.453 -0.751 0.31
H -0.306 -2.084 0.550 0.29
H -1.835 -0.940 -0.867 0.36
H -1.552 0.078 0.580 0.31
H -1.329 1.597 -1.005 0.33
```

Values from the calculation:
**LUMO**: 0.0320 Ha



Tell me which of them is the least stable. Sure, it is ii).



i) Here is C3H8O2 in the gas phase from the OMol25 dataset. Energies are from ωB97M-V/def2-TZVPD.

The geometry in XYZ format:
```
13
Properties=species:S:1:pos:R:3:mulliken_charge:R:1
C 2.285 0.515 0.314 -0.68
O 0.571 0.473 0.478 -0.36
C 0.026 -0.681 -0.173 -0.49
C -1.431 -0.398 -0.466 -0.38
O -1.445 0.789 -1.245 -0.54
H 2.443 1.098 1.244 0.17
H 2.448 -0.525 0.669 0.14
H 0.348 1.211 -0.119 0.47
H 0.601 -0.854 -1.091 0.38
H 0.157 -1.520 0.512 0.37
H -1.878 -1.243 -1.007 0.29
H -1.977 -0.262 0.476 0.31
H -2.217 1.316 -1.013 0.31
```

Values from the calculation:
**LUMO**: 0.0180 Ha



ii) Here is 2 unconnected molecules or ions with the total composition C3H8O2 from the OMol25 dataset. Energies are from ωB97M-V/def2-TZVPD.

The geometry in XYZ format:
```
13
Properties=species:S:1:pos:R:3:mulliken_charge:R:1
C -0.951 -1.168 -0.929 -0.65
C -1.986 -0.272 -0.274 0.12
O -3.169 -0.501 -0.306 -0.48
H 0.023 -0.702 -0.821 0.18
H -1.176 -2.190 -0.636 0.28
H -1.199 -1.135 -1.996 0.26
H -1.623 0.654 0.215 0.30
C 1.612 1.235 0.639 -0.54
O 2.078 -0.107 0.643 -0.50
H 1.103 1.433 -0.297 0.21
H 2.440 1.922 0.797 0.26
H 0.941 1.359 1.488 0.26
H 1.908 -0.529 1.476 0.30
```

Values from the calculation:
**LUMO**: 0.0274 Ha



Tell me which of them is the least stable. Sure, it is i).